Entry from the Open Molecules 2025 dataset: a molecular structure, C12H24Cl2N2SV in a non-equilibrium geometry (ωB97M-V/def2-TZVPD).

Structure (ORCA input):
```
! wB97M-V def2-TZVPD RIJCOSX def2/J DEFGRID3
* xyz 0 2
V 0.582 -0.761 -0.103
Cl 1.250 -0.280 -2.152
Cl 0.202 0.081 2.039
C -0.346 -2.202 -0.114
H -0.609 -2.617 0.886
H -0.419 -2.863 -0.983
C 2.602 -1.060 0.549
C 1.925 -2.175 0.140
H 2.387 -0.625 1.526
C 2.353 -2.973 -1.116
H 1.574 -2.892 0.918
C 3.841 -2.673 -1.381
H 2.253 -4.059 -0.941
H 1.709 -2.668 -1.978
C 4.200 -1.215 -1.475
H 4.375 -3.089 -0.502
H 4.185 -3.197 -2.273
C 3.664 -0.381 -0.249
H 5.292 -1.087 -1.532
H 3.813 -0.747 -2.392
H 4.497 -0.218 0.446
H 3.368 0.632 -0.583
C -3.785 -0.425 0.134
N -3.242 0.831 0.697
C -3.912 1.328 1.907
C -2.125 1.379 0.196
S -1.259 0.472 -1.004
N -1.720 2.646 0.546
C -2.755 3.697 0.540
C -0.413 3.160 0.085
H -4.817 -0.536 0.507
H -3.204 -1.320 0.432
H -3.835 -0.347 -0.968
H -3.200 1.651 2.683
H -4.605 2.148 1.657
H -4.522 0.503 2.299
H -2.246 4.682 0.502
H -3.451 3.615 -0.334
H -3.334 3.650 1.480
H 0.404 2.607 0.567
H -0.313 3.092 -1.015
H -0.362 4.235 0.357
*
```

Computed properties:
HOMO energy (spin up / spin down)   -7.672 / -7.433 eV
HOMO-LUMO gap (spin up / spin down)   7.890 / 7.643 eV

Here are the Löwdin charges for atoms 1 to 2, given in e: -0.0199, 0.2310

---

Entry from the Open Molecules 2025 dataset: 2 unconnected molecules or ions with the total composition C2H7S in a non-equilibrium geometry (ωB97M-V/def2-TZVPD).

Structure (ORCA input):
```
! wB97M-V def2-TZVPD RIJCOSX def2/J DEFGRID3
* xyz -1 1
C -0.101 2.052 1.482
H -1.106 2.138 1.943
H 0.595 1.582 2.198
H 0.243 3.106 1.223
H -0.192 1.380 0.635
C 1.020 -1.361 -0.470
S -0.575 -0.483 -0.675
H 1.826 -0.635 -0.306
H 1.014 -2.002 0.398
H 1.307 -1.986 -1.359
*
```

Computed properties:
HOMO energy   -2.061 eV
HOMO-LUMO gap   6.534 eV

Here are the Löwdin charges for atoms 1 to 2, given in e: -0.1216, 0.0046

---

Q: Which formula does entry 2 have?
A: C2H7S

---

Please write out number 2 again, unchanged.
Entry from the Open Molecules 2025 dataset: 2 unconnected molecules or ions with the total composition C2H7S in a non-equilibrium geometry (ωB97M-V/def2-TZVPD).

Structure (ORCA input):
```
! wB97M-V def2-TZVPD RIJCOSX def2/J DEFGRID3
* xyz -1 1
C -0.101 2.052 1.482
H -1.106 2.138 1.943
H 0.595 1.582 2.198
H 0.243 3.106 1.223
H -0.192 1.380 0.635
C 1.020 -1.361 -0.470
S -0.575 -0.483 -0.675
H 1.826 -0.635 -0.306
H 1.014 -2.002 0.398
H 1.307 -1.986 -1.359
*
```

Computed properties:
HOMO energy   -2.061 eV
HOMO-LUMO gap   6.534 eV

Here are the Löwdin charges for atoms 1 to 2, given in e: -0.1216, 0.0046

---

Please write out number 2 again, unchanged.
Entry from the Open Molecules 2025 dataset: 2 unconnected molecules or ions with the total composition C2H7S in a non-equilibrium geometry (ωB97M-V/def2-TZVPD).

Structure (ORCA input):
```
! wB97M-V def2-TZVPD RIJCOSX def2/J DEFGRID3
* xyz -1 1
C -0.101 2.052 1.482
H -1.106 2.138 1.943
H 0.595 1.582 2.198
H 0.243 3.106 1.223
H -0.192 1.380 0.635
C 1.020 -1.361 -0.470
S -0.575 -0.483 -0.675
H 1.826 -0.635 -0.306
H 1.014 -2.002 0.398
H 1.307 -1.986 -1.359
*
```

Computed properties:
HOMO energy   -2.061 eV
HOMO-LUMO gap   6.534 eV

Here are the Löwdin charges for atoms 1 to 2, given in e: -0.1216, 0.0046